C70H69N9O2PtS3Te as an isolated structure. Source: the Open Molecules 2025 dataset; level of theory: wB97M-V/def2-TZVPD.

## Properties
- HOMO-LUMO gap (spin up / spin down) (eV) = 7.08 / 6.22
- spin multiplicity = 2
- energy (eV) = -134250.0808
- molar mass (g mol⁻¹) = 1487.262
- largest force on an atom (eV/A) = 0.7
- net charge = +1
- E_HOMO (spin up / spin down) (Ha) = -0.3430 / -0.3466
- <S²> = 0.757
- energy above the lowest of the compared OMol25 structures with the same formula, charge and spin (eV) = 0.000

Structure (XYZ):
```
155
Properties=species:S:1:pos:R:3:mulliken_charge:R:1
C 0.3723 6.2873 -1.9983 -1.08
C 1.9642 0.0114 2.8178 -0.27
H 3.8043 3.0304 -6.0131 0.37
C -0.3182 5.5770 -1.0229 -0.49
H -4.7265 -1.9440 -3.0313 0.52
C -2.1966 0.3945 4.4193 -0.78
H -1.8983 -0.5234 3.9294 0.71
H -10.0409 -3.2752 1.8838 0.37
H -1.6776 0.5718 -8.8560 0.26
H 4.6953 4.0233 0.3144 0.25
C 0.6503 -1.1334 -1.6136 -0.27
C 1.2588 5.3411 2.2711 0.65
H -3.2695 3.7119 6.0822 0.46
H -5.5543 -4.3726 0.0880 0.39
H 3.7784 -1.1183 2.7620 0.53
C -1.8943 -3.7556 -1.1872 -1.55
H -5.2451 -4.5925 1.8060 0.53
C 1.2157 0.6894 5.0220 -0.37
H -6.5819 3.1141 -3.7251 0.44
N -2.5113 -0.3029 -5.8762 -0.02
H 7.2174 1.7485 -2.2901 0.42
N -1.5137 -1.4744 -0.2605 0.26
C 0.3025 2.0241 -7.7144 -0.42
N 1.2897 1.4176 -0.2521 0.04
H -3.7363 -0.5165 5.5909 0.46
C 1.5292 4.0623 -0.8427 1.80
C 2.2208 4.7518 -1.8241 -0.82
C -1.7595 0.3337 -3.6874 -0.96
C -1.5974 2.9422 -4.3640 -1.41
Pt -0.1595 -0.0295 -0.2192 1.37
H -5.5147 2.2841 -4.8530 0.37
C -5.6414 -1.3750 1.4077 0.11
H 5.3326 0.2373 -2.8089 0.56
H 1.7940 -0.0272 1.7473 0.44
C -2.1163 0.7008 -4.9831 0.33
C -2.9644 2.7824 5.6202 -0.95
H 4.4715 3.6608 7.2862 0.43
H 2.1601 6.4100 -3.1767 0.48
C -3.2277 0.4055 5.3425 -0.90
S 2.1338 2.5587 -0.0863 1.20
S 1.5538 3.5937 2.5004 0.73
H 4.1836 1.3640 -5.5781 0.36
N 0.1242 3.0472 2.6811 0.28
H 3.2529 2.3662 -4.4725 0.01
C 6.0746 2.9849 -0.9619 -0.93
H 0.8351 4.3349 5.1375 0.36
C -4.6376 -0.2051 -1.7932 0.50
H 5.5489 2.8330 5.2259 0.50
C -1.2419 2.4715 -3.1108 -0.04
H -3.0297 -1.0802 -5.4999 0.17
C -6.5211 -0.3520 1.8097 0.90
H -1.3081 5.8901 -0.7168 0.54
H -0.8539 3.1394 -2.3519 -0.20
S -0.3316 1.4378 2.8173 1.06
C 3.9119 3.6289 6.3607 -0.63
C 2.3187 0.0682 5.5839 -1.02
C -8.3354 -1.9642 1.9328 0.65
C 3.0667 -0.6032 3.3937 -0.91
O -0.0624 -2.3834 -1.7486 -0.50
C 3.9397 1.2860 -1.5688 -0.78
H -1.0048 7.7676 2.8422 0.47
C 1.5488 0.4696 -5.8050 -0.40
H 0.4879 1.1811 5.6541 0.57
H -3.6777 3.5893 0.5441 0.74
C -4.4673 2.5558 -1.6497 -0.83
C 3.8154 3.1314 4.0080 -0.48
H -1.5138 3.9960 -4.5968 0.55
C -4.7421 -1.6915 -1.9702 -1.73
N -1.5378 0.4626 -7.8642 -0.06
H -5.4925 0.1168 -3.7234 0.45
H 3.2007 4.4275 -2.1461 0.40
H 3.1609 5.5844 1.3068 0.24
H 6.9069 3.6345 -0.7257 0.50
H 3.1059 0.6206 -1.7849 0.40
H -4.9599 3.7381 -4.0157 0.41
H -1.1610 -4.5451 -1.3388 0.46
C 2.1386 1.6758 -6.1774 0.72
C 1.0568 0.6628 3.6419 0.33
H 1.8501 -1.8972 -2.8267 0.21
H -0.0784 7.1602 -2.4520 0.49
H -5.6781 -2.0708 -1.5563 0.28
H 4.2672 2.7697 3.0953 0.56
N 2.5530 3.0834 1.4532 0.18
C 1.5073 2.4300 -7.1576 -0.98
C -1.5463 1.5865 4.1115 0.20
C -2.5363 -0.2656 -7.2627 0.21
H -0.2978 3.8671 0.2762 -0.37
C 6.2479 1.9182 -1.8402 -0.74
C 0.3674 0.0359 -6.3778 0.04
H -6.8757 1.6635 2.4404 0.53
H 2.4504 0.0773 6.6576 0.49
C 0.0854 5.9318 2.7125 -0.23
H -7.7926 -3.9811 1.4897 0.40
C 4.5203 3.1669 5.2046 -0.89
C 3.7877 2.3552 -0.7000 -0.18
H -8.5245 0.1265 2.3577 0.43
H -0.1933 2.6450 -8.4513 0.40
Te -3.6001 -0.7970 1.0175 0.95
C -6.0884 1.0812 1.9636 -1.06
H -2.5295 -3.7199 -2.0739 0.31
C -5.0879 0.5957 -2.8379 -0.38
C -5.2195 -3.8643 0.9940 -1.24
C 0.2522 4.4522 -0.4520 0.08
H 2.0247 -0.1488 -5.0526 0.25
C 3.2452 -0.5711 4.7693 -0.72
C 0.8946 8.0359 1.8778 -0.72
C -7.8480 -0.6667 2.0576 -0.93
H 1.9506 3.3647 -7.4805 0.32
C 3.4141 2.1359 -5.5284 -1.10
H -9.9871 -2.2064 3.2838 0.32
O -3.3731 -0.8722 -7.8996 -0.69
H -2.3387 2.3839 -6.3041 0.58
H 2.8309 8.0102 0.9487 0.49
C -1.9216 2.7799 4.7022 -0.43
H 0.7461 9.0951 1.7151 0.43
N -0.8780 0.7523 1.6683 -0.41
C -2.0480 2.0461 -5.3190 -0.32
C -4.1058 0.4083 -0.6516 1.21
C -3.6142 1.6001 5.9395 -0.61
C -9.7782 -2.2716 2.2144 -1.56
H -0.6935 5.3360 3.1644 0.37
H -1.7923 -0.7145 -3.3934 0.18
H 2.1167 4.4117 7.2483 0.47
C 2.4978 3.5514 4.0121 0.58
C 2.5875 4.0539 6.3427 -0.87
H -4.4257 1.6063 6.6549 0.43
C -5.5447 2.8249 -3.9078 -2.07
H -3.9218 -2.2189 -1.4863 -0.04
C -3.9965 1.8022 -0.5799 0.71
N -1.3305 1.1874 -2.7761 1.31
H -4.1865 -3.5656 0.8441 -0.37
H -5.8761 1.5371 0.9943 0.19
C 5.1918 1.0725 -2.1357 -0.60
H -10.4358 -1.5629 1.7101 0.37
H -1.4164 3.6971 4.4391 0.35
N 1.7053 -1.0350 -2.2963 -0.52
C -6.0981 -2.6893 1.3158 0.76
H -2.4982 -3.9972 -0.3199 0.21
C -0.0917 7.2917 2.5112 -0.82
H 4.1038 -1.0575 5.2138 0.43
C -0.2832 0.8310 -7.3168 0.11
C -1.1852 -2.4539 -0.9944 0.66
C 4.8379 3.2093 -0.3838 0.37
C 2.0660 7.4296 1.4461 -0.76
C 1.6306 5.8696 -2.4034 -1.06
H -4.3859 3.6365 -1.5949 0.34
C 1.8701 4.0179 5.1609 -0.49
H -2.2804 2.4907 0.4916 -0.36
H -5.1875 1.1730 2.5764 -0.13
H -3.6288 2.1276 1.5396 -0.73
C -7.4440 -2.9570 1.5718 -0.95
C -3.3671 2.5444 0.5654 -0.47
C -5.0218 1.9785 -2.7828 0.42
H -0.0639 -0.9093 -6.0792 0.47
C 2.2581 6.0719 1.6470 -0.51
```